[1]
Below is C4H8N2S2 as an isolated structure in a non-equilibrium geometry, with properties calculated with ωB97M-V with the def2-TZVPD basis set.

## Properties
charge	0
lowest unoccupied orbital energy	0.01	eV
spin multiplicity	1
HOMO energy	-0.301	Ha
energy relative to the best compared isomer or geometry (same formula, charge and spin)	101.63	kcal/mol
orbital gap	8.2	eV

Positions of all 16 atoms, in Å:
S (0.39714, -1.16425, -1.38500)
H (3.38125, 0.58364, -1.30978)
H (-2.54879, -0.33451, 1.64556)
C (0.42604, 1.34594, -0.24335)
H (-0.71164, -0.17221, 1.77828)
H (-1.15229, -1.77210, 0.93542)
H (1.28956, -1.40399, -0.14071)
C (-1.48042, -0.62701, 1.18223)
N (-0.34548, 0.31767, -0.82173)
C (-1.69487, -0.06544, -0.23315)
H (-0.07151, 2.06687, 0.55016)
H (-2.26559, -0.83536, -0.85981)
H (-2.45752, 0.98086, -0.63585)
C (2.68594, 0.55709, -0.45379)
S (2.88861, -0.84579, 0.45642)
N (1.65955, 1.36860, -0.46491)

Forces on atoms 1 to 6 (eV/Å):
S 0.56 0.29 0.46
H 0.01 1.03 0.69
H 2.36 -1.75 -0.30
C -3.12 -1.94 0.93
H 0.33 0.42 0.02
H -1.31 2.63 1.32

Atomic partial charges in e from the natural (NBO) method, atoms 1 to 8: 0.038, 0.217, 0.235, 0.354, 0.218, 0.248, 0.136, -0.668

***

[2]
Below is a 2-piece molecular cluster, C4H8N2S2 overall in a non-equilibrium geometry, with properties calculated with ωB97M-V with the def2-TZVPD basis set.

## Properties
charge	0
lowest unoccupied orbital energy	-0.19	eV
spin multiplicity	1
HOMO energy	-0.299	Ha
energy relative to the best compared isomer or geometry (same formula, charge and spin)	136.60	kcal/mol
orbital gap	7.9	eV

Positions of all 16 atoms, in Å:
H (-0.17330, 2.68637, -3.07738)
C (-1.57307, -0.02610, 1.05994)
H (2.06709, -2.64550, 0.26561)
H (-2.62958, 0.07184, 1.31944)
C (0.15828, -0.03529, -0.82402)
H (-0.79783, -1.58116, 2.52507)
S (0.37933, 2.48580, -1.75954)
N (0.51920, 0.71897, -1.89011)
S (2.18475, -1.72319, -1.05942)
C (-1.07119, 0.30377, -0.12036)
H (1.90512, 0.73690, -1.97854)
N (0.87424, -0.98076, -0.19166)
H (0.58515, -0.58618, 1.53143)
H (-0.41672, 0.21008, 3.01645)
H (-1.55694, 0.85151, -0.92606)
C (-0.45451, -0.48706, 2.10915)

Forces on atoms 1 to 6 (eV/Å):
H 0.73 -0.32 1.90
C 2.78 -0.40 1.54
H 1.20 1.55 -3.37
H 0.50 0.33 0.04
C 2.46 -2.04 5.21
H 1.11 2.54 -0.89

Atomic partial charges in e from the natural (NBO) method, atoms 1 to 8: 0.138, -0.104, 0.187, 0.216, 0.339, 0.208, 0.157, -0.729

***

[3]
Below is an isolated ion of composition C4H8N3 and charge +1 in a non-equilibrium geometry, with properties calculated with ωB97M-V with the def2-TZVPD basis set.

## Properties
charge	+1
lowest unoccupied orbital energy	-3.77	eV
spin multiplicity	1
SMILES	[H]/N=C1/CNC=[NH+]C1
HOMO energy	-0.505	Ha
energy relative to the best compared isomer or geometry (same formula, charge and spin)	53.63	kcal/mol
orbital gap	10.0	eV

Positions of all 15 atoms, in Å:
N (-1.08505, -0.17710, -1.09549)
H (-1.87219, 0.93103, 0.59839)
N (1.25332, -0.58595, -0.68654)
H (-1.55578, -0.72414, 1.05304)
H (0.41063, -0.50918, -2.47758)
H (2.21206, 0.26818, 0.95500)
C (0.21541, -0.43732, -1.45723)
C (0.10498, 0.62981, 0.97036)
C (-1.23603, 0.11303, 0.38664)
C (1.34745, -0.22818, 0.73170)
H (-1.87741, -0.12800, -1.74364)
H (-0.49486, 2.41540, 1.61846)
H (2.14098, -0.99654, -1.07304)
H (1.19907, -1.12921, 1.36428)
N (0.22216, 1.74003, 1.48253)

Forces on atoms 1 to 6 (eV/Å):
N 2.98 -0.19 2.05
H -1.09 0.63 -0.46
N 1.74 -0.60 0.12
H -0.02 0.07 -1.17
H 0.08 -0.53 -1.69
H 2.19 1.28 0.40

Atomic partial charges in e from the natural (NBO) method, atoms 1 to 8: -0.532, 0.241, -0.500, 0.241, 0.230, 0.253, 0.399, 0.279

***

[4]
Below is an isolated ion of composition C4H8N3 and charge +1 in a non-equilibrium geometry, with properties calculated with ωB97M-V with the def2-TZVPD basis set.

## Properties
charge	+1
lowest unoccupied orbital energy (spin up / spin down)	-5.40 / -5.40	eV
spin multiplicity	1
SMILES	C/C=C/C=N\N=[NH2+]
HOMO energy (spin up / spin down)	-0.524 / -0.524	Ha
energy relative to the best compared isomer or geometry (same formula, charge and spin)	127.68	kcal/mol
orbital gap (spin up / spin down)	8.8 / 8.8	eV

Positions of all 15 atoms, in Å:
H (-0.00116, 2.45057, -0.95536)
C (-0.27533, 1.47260, -0.47381)
C (1.90771, 0.66620, 0.63501)
C (0.51620, 0.73860, 0.31703)
H (2.53632, 0.63519, -0.29276)
H (-0.18718, -2.96287, 0.47114)
N (-0.78769, -1.35758, -0.53487)
C (-1.35279, 0.78252, -1.11867)
H (-1.88489, -2.27120, 0.85242)
H (-2.13675, 1.26519, -1.75082)
H (0.03053, 0.19332, 1.08547)
H (2.20875, 1.51116, 1.23784)
N (-1.08300, -2.41094, 0.18909)
N (-1.58799, -0.46819, -0.86228)
H (2.09729, -0.24457, 1.20058)

Forces on atoms 1 to 6 (eV/Å):
H -0.02 -1.12 0.50
C -0.49 0.97 -2.86
C 2.33 0.04 -1.28
C -0.47 -0.27 1.45
H -0.37 0.27 0.84
H -2.48 1.23 -0.74

Atomic partial charges in e from the natural (NBO) method, atoms 1 to 8: 0.275, -0.298, -0.693, 0.037, 0.259, 0.443, 0.128, 0.147

***

[5]
Below is an isolated ion of composition C4H8N3 and charge +1 in a non-equilibrium geometry, with properties calculated with ωB97M-V with the def2-TZVPD basis set.

## Properties
charge	+1
lowest unoccupied orbital energy	-5.00	eV
spin multiplicity	1
SMILES	C[N@@H+]1CN2CC2=N1
HOMO energy	-0.544	Ha
energy relative to the best compared isomer or geometry (same formula, charge and spin)	166.20	kcal/mol
orbital gap	9.8	eV

Positions of all 15 atoms, in Å:
H (1.57893, -0.24250, 1.14393)
H (-0.05560, -2.31915, -0.23839)
C (0.48647, -1.71038, -0.94820)
H (1.44652, -2.15919, -1.11107)
H (-0.77569, 2.42061, 1.21589)
C (-1.40093, 0.79746, -0.09154)
H (1.20741, 0.07098, -1.42683)
H (-2.16004, 1.39619, 1.86681)
H (-0.03744, -2.00630, -1.96878)
C (-1.32201, 1.42908, 1.20716)
N (0.48135, -0.20196, -0.79427)
C (0.80366, 0.44740, 0.61886)
H (0.95857, 1.41622, 0.30770)
N (-0.41883, 0.33073, 1.30587)
N (-0.79237, 0.33082, -1.08714)

Forces on atoms 1 to 6 (eV/Å):
H -0.93 1.79 -1.10
H -0.16 0.76 0.78
C -1.79 -1.48 -2.87
H 0.96 0.54 0.43
H -1.14 -0.59 -0.47
C 2.49 -1.84 -0.91

Atomic partial charges in e from the natural (NBO) method, atoms 1 to 8: 0.277, 0.262, -0.472, 0.250, 0.252, 0.451, 0.442, 0.276

***

[6]
Below is an isolated ion of composition C4H8N3 and charge +1 in a non-equilibrium geometry, with properties calculated with ωB97M-V with the def2-TZVPD basis set.

## Properties
charge	+1
lowest unoccupied orbital energy	-3.66	eV
spin multiplicity	1
SMILES	C1=NC2(CC2)N[NH2+]1
HOMO energy	-0.504	Ha
energy relative to the best compared isomer or geometry (same formula, charge and spin)	130.56	kcal/mol
orbital gap	10.1	eV

Positions of all 15 atoms, in Å:
C (0.36053, -0.20851, -0.14846)
C (1.66486, -1.32673, -0.19502)
H (-0.24622, -1.83359, -1.45959)
C (-0.71094, 1.63284, -0.74703)
H (-2.17322, 1.12068, 0.68010)
H (-1.07854, 2.36794, -1.44558)
H (-0.22566, -2.23265, 0.28199)
N (0.05292, 0.74311, -1.14131)
H (0.23645, 0.37467, 1.81818)
C (0.24784, -1.62115, -0.46333)
H (2.11098, -1.67654, 0.67998)
N (-1.23704, 1.39774, 0.75066)
N (-0.31204, 0.28957, 1.06391)
H (-1.11265, 2.24093, 1.29874)
H (2.42273, -1.26832, -0.97325)

Forces on atoms 1 to 6 (eV/Å):
C 0.87 -0.07 0.71
C -1.43 2.14 -1.74
H 1.33 0.00 0.92
C -0.25 -0.34 -0.64
H -1.89 -0.79 0.36
H -0.57 0.57 0.68

Atomic partial charges in e from the natural (NBO) method, atoms 1 to 8: 0.191, -0.318, 0.250, 0.188, 0.430, 0.255, 0.248, -0.283

***

It is found that the molecular weight values, taken in the order of the records, are 148.3 148.3 98.1 98.1 98.1 98.1 u.